# 1
Entry from the OMol25 dataset: a molecular structure, C5H9BN (ωB97M-V/def2-TZVPD).

## Properties
Orbital gap ... 10.3183 eV
Net charge ... +1

Structure (XYZ):
```
16
C5H9BN (ωB97M-V/def2-TZVPD)
B 0.09995 0.26681 -1.40379
C -0.92365 1.42415 -1.14934
C -0.63245 0.93859 -0.02677
C 0.76002 -0.48915 0.43313
C 0.54593 -0.27328 -2.77233
C -0.82315 0.03678 2.31427
N -0.07899 0.53334 1.19937
H 0.25618 -1.46081 0.66503
H 1.75799 -0.57589 0.88034
H 0.05345 0.26524 -3.57892
H -0.00797 -1.24836 -2.98066
H 1.61299 -0.44136 -2.98997
H -1.89499 -0.43190 2.03707
H -0.22484 -0.69319 2.89446
H -0.97743 0.85100 2.93954
H 0.47696 1.29804 1.53855
```

---

# 2
Entry from the OMol25 dataset: 2 unconnected molecules or ions with the total composition C5H9BN2 (ωB97M-V/def2-TZVPD).

## Properties
Orbital gap ... 8.7419 eV

Structure (XYZ):
```
17
C5H9BN2 (ωB97M-V/def2-TZVPD)
B -0.27622 0.03727 0.16117
C -0.07582 -2.54869 0.42065
C 1.89970 -2.88899 -0.25445
C 0.43013 -1.28933 0.10854
C -1.79362 0.23097 0.47012
C 0.66775 2.13122 -0.45047
N 0.83573 -3.51046 0.19179
N 1.71550 -1.55971 -0.31989
H -1.05097 -2.78963 0.79636
H 2.80721 -3.38708 -0.53755
H -2.07475 1.25561 0.70032
H -2.14847 -0.40265 1.28139
H -2.36059 -0.05525 -0.41742
H 1.55695 2.24111 0.14511
H -0.11084 2.82800 -0.20461
H 0.85881 2.04327 -1.50667
H 2.36476 -0.85745 -0.63446
```

---

# 3
Entry from the OMol25 dataset: 2 unconnected molecules or ions with the total composition C5H9BO2S (ωB97M-V/def2-TZVPD).

## Properties
Orbital gap (alpha / beta) ... 6.2513 / 6.8430 eV

Structure (XYZ):
```
18
C5H9BO2S (ωB97M-V/def2-TZVPD)
B -1.39911 -1.20098 -0.03717
C 1.17065 0.45037 -1.23705
C 2.14850 -0.49099 -1.19020
C 1.15065 -0.03057 1.18390
C 0.48347 0.66592 0.00192
C -0.49364 1.81258 0.10811
O -1.49467 -1.87071 1.12840
O -2.44069 -0.89101 -0.85915
S 2.24606 -1.28695 0.34161
H 0.84127 0.90943 -2.05474
H 2.78121 -0.76899 -2.15403
H 1.79075 0.68724 1.75959
H 0.41608 -0.39760 1.81998
H -0.82238 2.23449 -0.89763
H 0.13699 2.67386 0.47081
H -1.22265 1.57400 0.80845
H -2.12791 -2.67154 1.28217
H -3.16459 -1.39855 -0.47498
```

---

# 4
Entry from the OMol25 dataset: 2 unconnected molecules or ions with the total composition C5H9Br (ωB97M-V/def2-TZVPD).

## Properties
Orbital gap ... 7.9814 eV

Structure (XYZ):
```
15
C5H9Br (ωB97M-V/def2-TZVPD)
C 0.43158 -2.12174 0.43713
C 1.18265 -1.05367 0.10940
C -0.74792 2.07858 0.36830
C 0.95746 -0.37768 -1.10186
C -1.04956 0.74565 -0.07539
Br -1.62645 -0.53671 1.08540
H 0.53032 -2.74256 1.37785
H 0.01796 -2.80355 -0.28696
H 1.94174 -0.69541 0.82383
H -0.55964 1.92926 1.47600
H 0.15238 2.63318 -0.04516
H -1.64385 2.72210 0.19191
H 1.60358 0.34674 -1.33951
H 0.54217 -0.92467 -2.06135
H -1.73241 0.80047 -0.95960
```

---

# 5
Entry from the OMol25 dataset: a single C5H9Br molecule (ωB97M-V/def2-TZVPD).

## Properties
Orbital gap ... 10.3904 eV
SMILES string ... C=CC(C)(C)Br

Structure (XYZ):
```
15
C5H9Br (ωB97M-V/def2-TZVPD)
C -0.95656 1.53257 1.35884
C -0.15297 1.38473 0.28928
C 0.01252 0.17067 -0.60003
C -1.24956 -0.54431 -1.09468
C 1.18566 -0.77639 -0.38276
Br 0.49890 1.01171 -2.43913
H -1.04288 2.45097 1.99850
H -1.29559 0.69366 1.94424
H 0.56655 2.17225 0.09594
H -1.05353 -1.05517 -2.02208
H -1.80768 -1.05781 -0.35847
H -1.85751 0.37224 -1.41952
H 1.41270 -1.39765 -1.32850
H 2.07908 -0.26224 -0.17814
H 0.96931 -1.42120 0.45060
```

---

# 6
Entry from the OMol25 dataset: a single C5H9Br molecule (ωB97M-V/def2-TZVPD).

## Properties
Orbital gap (alpha / beta) ... 8.1360 / 8.0526 eV

Structure (XYZ):
```
15
C5H9Br (ωB97M-V/def2-TZVPD)
C 0.38941 -0.76491 1.31993
C 0.01428 1.81207 0.69034
C -0.05664 0.03899 0.19813
C 0.97186 0.00640 -0.94414
C -1.54693 -0.11304 -0.23477
Br -1.55550 2.54630 1.50097
H 1.48811 -0.75690 1.36845
H -0.19112 -1.03546 2.10730
H 0.86590 2.18711 1.27900
H 1.97745 0.22114 -0.66237
H 0.73604 0.73447 -1.73072
H 1.21948 -0.98574 -1.37095
H -1.90267 0.88060 -0.82252
H -2.28762 -0.24998 0.54366
H -1.62495 -0.94679 -0.85089
```

---

# 7
Entry from the OMol25 dataset: a gas-phase ion, C5H9BrN3 (charge +1) (ωB97M-V/def2-TZVPD).

## Properties
Orbital gap ... 9.8825 eV
SMILES string ... [H]/N=C1/[C@H]([NH3+])C=NC[C@H]1Br
Net charge ... +1

Structure (XYZ):
```
18
C5H9BrN3 (ωB97M-V/def2-TZVPD)
H 1.04364 2.50800 0.08060
N 0.25418 1.87148 -0.19756
C 0.54249 0.66417 -0.39521
C -0.60650 -0.27930 -0.61613
N -1.89043 0.40440 -0.64725
C -0.67181 -1.36045 0.48371
N 0.32391 -1.72503 1.16226
C 1.67745 -1.13969 1.03021
C 1.82460 -0.03946 -0.05203
Br 2.44740 -0.95236 -1.86846
H -0.53226 -0.76859 -1.58269
H -1.74771 1.29644 -1.13824
H -2.26005 0.66165 0.28302
H -2.65745 -0.06682 -1.29805
H -1.61888 -1.94531 0.58957
H 2.31423 -1.95617 0.84683
H 1.85224 -0.92143 2.08746
H 2.57285 0.73656 -0.11382
```

---

# 8
Entry from the OMol25 dataset: 2 unconnected molecules or ions with the total composition C5H9BrO (ωB97M-V/def2-TZVPD).

## Properties
Orbital gap ... 9.6148 eV
SMILES string ... CC(C)=CBr.C=O

Structure (XYZ):
```
16
C5H9BrO (ωB97M-V/def2-TZVPD)
C -0.00980 1.86760 0.02140
C 1.03272 0.81313 0.22329
C 1.37522 0.44878 1.66044
C 1.32711 0.01379 -0.84591
Br 0.85125 0.29642 -2.63892
H -1.05896 1.78338 -0.21130
H 0.28314 2.34612 -0.95635
H 0.09975 2.81358 0.72117
H 1.89143 1.19316 2.24653
H 2.10431 -0.39322 1.55032
H 0.55121 0.25133 2.30389
H 2.01918 -0.73645 -0.88722
C -2.59251 -2.67451 -0.80640
O -1.71829 -1.88765 -0.77012
H -2.52256 -3.67557 -0.29497
H -3.63321 -2.45989 -1.31585
```

---

# 9
Entry from the OMol25 dataset: a single C5H9Cl2N molecule (ωB97M-V/def2-TZVPD).

## Properties
Orbital gap ... 10.2104 eV
SMILES string ... CC(Cl)(Cl)C1CNC1

Structure (XYZ):
```
17
C5H9Cl2N (ωB97M-V/def2-TZVPD)
C 0.16939 -1.59407 1.02849
C 0.21062 -1.28798 -0.44653
Cl 1.68782 -2.01304 -1.20481
Cl -1.15275 -2.12580 -1.26137
C 0.08521 0.21161 -0.80895
C 0.89556 1.27486 0.07484
N -0.27283 2.11593 -0.04134
C -1.16250 0.97061 -0.31503
H 0.10244 -2.68641 1.20880
H 1.05132 -1.13818 1.42140
H -0.73147 -1.03893 1.34309
H 0.23700 0.35380 -1.87717
H 1.17816 1.05791 1.10631
H 1.81668 1.63207 -0.40616
H -0.51609 2.64492 0.80198
H -1.85495 1.14071 -1.10041
H -1.74361 0.48199 0.47687
```

---

# 10
Entry from the OMol25 dataset: a single C5H9ClN2 molecule (ωB97M-V/def2-TZVPD).

## Properties
Orbital gap ... 9.0016 eV
SMILES string ... C/N=C/N/C(C)=C/Cl

Structure (XYZ):
```
17
C5H9ClN2 (ωB97M-V/def2-TZVPD)
C -3.85412 0.42495 -0.29606
N -2.46240 0.27129 -0.35796
C -1.97342 -0.79141 0.15113
N -0.58274 -1.01887 0.22238
C 0.56796 -0.13474 0.23923
C 0.26275 1.31878 0.52445
C 1.74469 -0.71347 -0.04798
Cl 3.19871 0.18653 -0.25060
H -4.61221 -0.42457 -0.06138
H -4.09100 0.84914 -1.29534
H -4.19379 1.22888 0.36460
H -2.59650 -1.66451 0.68614
H -0.39755 -1.95962 0.50246
H -0.53584 1.58335 -0.21141
H 1.13407 2.14863 0.31191
H -0.04551 1.50377 1.65310
H 1.78909 -1.82773 -0.16544
```

---

The F_max results, record by record, are as follows: 4.45, 3.78, 4.53, 4.54, 3.57, 4.04, 3.61, 4.89, 2.27, 3.35 eV/Å.
The energy relative to the best compared isomer or geometry (same formula, charge and spin) results, record by record, are as follows: 36.0, 33.2, 66.5, 79.8, 7.7, 81.3, 27.3, 20.5, 13.1, 51.5 kcal per mole.